No. 1
{
  "formula": "C2H3Cl3",
  "method": "wB97M-V/def2-TZVPD",
  "symbols": ["C", "C", "Cl", "Cl", "Cl", "H", "H", "H"],
  "positions_angstrom": [[1.063, -0.187, -1.184], [-1.142, -0.152, 1.329], [1.643, 1.363, -0.899], [-2.600, -0.593, 0.679], [-0.667, 1.449, 1.417], [0.432, -0.287, -2.143], [1.888, -0.935, -1.314], [-0.617, -0.657, 2.115]],
  "e_tot_ha": -1458.4291,
  "gap_ev": [8.91, 7.71],
  "lumo_ev": [-0.08, -0.44]
}

No. 2
{
  "formula": "H6N2O",
  "method": "wB97M-V/def2-TZVPD",
  "symbols": ["N", "O", "H", "H", "H", "N", "H", "H", "H"],
  "positions_angstrom": [[-1.176, 0.721, 0.003], [-1.205, -0.705, -0.029], [-0.557, 1.036, 0.809], [-0.591, 1.055, -0.818], [-2.089, -0.845, 0.219], [2.259, -0.054, -0.045], [1.564, -0.507, -0.638], [2.028, -0.534, 0.800], [1.701, 0.765, 0.151]],
  "e_tot_ha": -188.2656,
  "smiles": "NO.N",
  "gap_ev": 11.16,
  "lumo_ev": 0.90
}

No. 3
{
  "formula": "C21H29N5O2",
  "method": "wB97M-V/def2-TZVPD",
  "symbols": ["N", "C", "C", "C", "C", "C", "O", "O", "H", "H", "H", "H", "H", "H", "H", "H", "H", "C", "C", "C", "N", "C", "H", "H", "H", "H", "H", "C", "C", "C", "N", "C", "H", "H", "H", "H", "H", "C", "C", "C", "N", "C", "H", "H", "H", "H", "H", "C", "C", "C", "N", "C", "H", "H", "H", "H", "H"],
  "positions_angstrom": [[0.460, -1.082, 5.205], [1.011, 0.033, 4.435], [1.116, -0.224, 2.935], [1.487, -1.651, 2.495], [0.126, -2.348, 2.410], [-0.846, -1.199, 2.298], [-2.044, -1.228, 2.224], [-0.175, -0.023, 2.299], [-0.533, -1.197, 5.027], [0.554, -0.897, 6.197], [0.449, 0.974, 4.557], [2.032, 0.222, 4.795], [1.805, 0.522, 2.527], [2.198, -2.136, 3.166], [1.930, -1.573, 1.494], [-0.100, -2.926, 3.311], [0.014, -3.021, 1.553], [-1.821, -3.564, -3.033], [-2.188, -2.715, -1.953], [-1.033, -2.316, -1.339], [0.018, -2.888, -2.006], [-0.454, -3.649, -3.039], [-2.489, -4.054, -3.722], [-3.185, -2.434, -1.659], [-0.870, -1.671, -0.493], [0.986, -2.765, -1.777], [0.224, -4.183, -3.684], [-2.074, 4.197, 3.820], [-1.327, 3.987, 2.627], [-1.532, 2.687, 2.245], [-2.367, 2.107, 3.152], [-2.705, 3.017, 4.116], [-2.139, 5.107, 4.393], [-0.706, 4.706, 2.121], [-1.153, 2.121, 1.414], [-2.671, 1.148, 3.110], [-3.364, 2.752, 4.925], [1.683, -6.649, -7.055], [1.304, -5.677, -8.021], [0.294, -4.931, -7.475], [0.050, -5.414, -6.219], [0.890, -6.462, -5.955], [2.448, -7.400, -7.158], [1.725, -5.542, -9.003], [-0.267, -4.102, -7.870], [-0.647, -5.060, -5.591], [0.851, -6.983, -5.013], [1.280, 8.445, 0.959], [2.003, 8.220, -0.245], [1.750, 6.933, -0.638], [0.904, 6.374, 0.280], [0.613, 7.287, 1.256], [1.252, 9.353, 1.538], [2.634, 8.923, -0.762], [2.095, 6.373, -1.490], [0.549, 5.437, 0.242], [-0.045, 7.039, 2.071]],
  "e_tot_ha": -1241.8391,
  "smiles": "NC[C@H]1CCC(=O)O1.c1cc[nH]c1.c1cc[nH]c1.c1cc[nH]c1.c1cc[nH]c1",
  "gap_ev": 8.58,
  "lumo_ev": 0.35
}

No. 4
{
  "formula": "C5H12N2O",
  "method": "wB97M-V/def2-TZVPD",
  "symbols": ["C", "C", "C", "N", "H", "H", "H", "H", "H", "H", "C", "O", "C", "N", "H", "H", "H", "H", "H", "H"],
  "positions_angstrom": [[0.471, -1.721, 1.779], [0.373, -0.757, 2.721], [0.762, -2.577, -0.400], [0.640, -1.524, 0.454], [0.419, -2.774, 2.075], [0.450, 0.278, 2.418], [0.254, -0.990, 3.768], [0.915, -2.366, -1.450], [0.663, -3.597, -0.071], [0.863, -0.343, 0.046], [0.185, 1.210, -1.305], [1.063, 0.823, -0.331], [-1.056, 1.900, -0.734], [-2.134, 1.977, -1.729], [0.677, 1.906, -2.013], [-0.179, 0.367, -1.925], [-1.369, 1.303, 0.122], [-0.775, 2.885, -0.346], [-2.857, 2.620, -1.431], [-1.762, 2.349, -2.593]],
  "e_tot_ha": -382.3940,
  "charge": -1,
  "gap_ev": [5.32, 7.98],
  "s_squared": 0.764,
  "multiplicity": 2,
  "lumo_ev": [4.04, 4.03]
}